DFT (the ωB97M-V functional and the def2-TZVPD basis) results for a structure of composition C16H29N3O2.

Summary:
Net charge   0
E_tot   -25610.8752 eV
ΔE to the lowest compared entry with this formula, charge and spin   447.7 kcal per mole
Molar mass   295.4 g mol⁻¹
Kohn-Sham gap   8.2 eV
2S+1   1
Largest force on an atom   0.3198 hartree/bohr

Each line ends with the Mulliken charge.
Positions of all 50 atoms, in Å:
C (1.25760, -3.43673, -5.41779)  -1.496
H (1.78666, -3.31493, -6.27719)  0.515
C (1.94379, -3.10402, -4.10714)  -0.042
H (2.54596, -2.12778, -4.37714)  0.092
C (1.14175, -2.88139, -3.12058)  -0.852
N (0.28391, -2.00982, -3.16255)  0.256
C (0.89191, -0.72904, -2.78834)  -1.241
C (0.67189, -0.47264, -1.27756)  -0.373
C (-0.65513, -0.78109, -0.63390)  -1.231
N (-0.47812, -0.54446, 0.88371)  -0.038
C (-1.32127, 0.09803, 1.60499)  -0.080
O (-2.23051, 0.85489, 0.94850)  -0.818
C (-0.96901, 0.53587, 2.96161)  0.952
C (-1.55082, 1.61251, 3.67349)  -1.233
H (-2.54520, 1.95033, 2.99041)  0.235
H (-1.63332, 1.53160, 4.64829)  0.630
C (-0.36668, 2.91312, 3.35714)  -0.755
N (0.54016, 2.41404, 2.32059)  0.480
C (0.27197, 2.81904, 1.13988)  1.063
O (1.27486, 2.27372, 0.27880)  -0.743
C (-0.73090, 3.81310, 0.56935)  -1.619
H (-1.54881, 3.14479, 0.78497)  0.394
H (-0.62333, 4.60551, 1.31166)  0.297
H (-0.39859, 3.91752, -0.35444)  0.519
C (1.01807, 1.30274, 2.69320)  -1.071
C (0.47329, 0.29048, 3.53271)  -0.693
H (1.02073, -0.59416, 3.18195)  0.275
H (0.45339, 0.32285, 4.62700)  0.330
H (2.23932, 1.65455, 3.33337)  0.248
H (1.83216, 0.97452, 1.84509)  0.486
H (-0.01155, 2.89716, 4.32639)  0.518
H (-1.07368, 3.77858, 3.04313)  0.171
H (-1.53745, -0.50014, 3.56771)  0.252
H (0.28012, -1.04573, 1.26567)  0.444
C (-0.99876, -2.14622, -0.98812)  0.093
C (-1.16885, -2.42677, -2.32887)  -2.041
H (-1.56613, -3.21619, -2.80749)  0.601
H (-1.59691, -1.68114, -2.73320)  0.911
H (-2.04199, -2.40899, -0.50748)  0.291
H (-0.32618, -3.10988, -0.52075)  0.272
H (-1.14280, 0.01232, -0.80631)  0.955
H (1.27271, 0.30969, -0.98426)  0.775
H (1.59221, -1.20903, -0.88365)  0.155
H (1.75073, -0.48362, -3.28943)  0.511
H (-0.10344, -0.04970, -3.23262)  0.203
H (0.64986, -3.88850, -2.80342)  0.431
H (1.91316, -2.85270, -2.08507)  0.047
H (2.88697, -3.75230, -4.07297)  0.306
H (0.59114, -4.42756, -5.39851)  0.216
H (0.43498, -2.83190, -5.63510)  0.402